Entry 1:
DFT (ωB97M-V/def2-TZVPD) results for a 2-piece molecular cluster, C8H15ClNO2 overall.

XYZ file:
```
27
Properties=species:S:1:pos:R:3:lowdin_charge:R:1
C -4.363 1.843 -0.683 0.095
C -3.005 1.877 -0.674 -0.067
C -2.326 1.198 0.415 -0.412
C -0.945 -0.915 1.876 0.154
C 1.757 -1.167 1.084 0.019
C 1.157 0.136 -0.913 -0.058
C 0.420 -2.154 -0.623 -0.012
C -0.570 -0.334 0.757 -0.281
N 0.657 -0.878 0.064 -0.328
O -2.686 1.073 1.554 0.145
O -1.197 0.506 -0.104 0.048
Cl 3.094 2.905 -0.490 0.391
H -4.999 2.326 -1.431 0.078
H -4.925 1.298 0.181 0.122
H -2.439 2.194 -1.585 0.131
H -1.672 -0.479 2.499 0.078
H 3.886 3.160 -1.406 -0.253
H -0.197 -1.458 2.401 0.072
H 1.501 -2.266 1.403 0.141
H 2.710 -0.902 0.607 0.117
H 1.590 -0.733 2.068 0.098
H 0.452 0.557 -1.655 0.110
H 1.558 1.062 -0.264 0.060
H 1.990 -0.176 -1.619 0.130
H -0.250 -1.844 -1.528 0.148
H 1.470 -2.467 -1.084 0.161
H -0.113 -2.866 0.017 0.114
```

Calculated values
- 2S+1 = 1
- frontier orbital gap (eV) = 10.56
- relative energy (zero: lowest compared OMol25 entry of this formula, charge and spin) (kcal/mol) = 26.4
- total charge = +1

=====

Entry 2:
DFT (ωB97M-V/def2-TZVPD) results for C8H15F as an isolated structure.

XYZ file:
```
24
Properties=species:S:1:pos:R:3:lowdin_charge:R:1
C 2.609 -1.007 -0.062 0.002
C 1.704 -0.017 -0.067 -0.185
C 1.915 1.416 0.229 -0.102
C -1.246 1.088 1.475 -0.039
C -2.494 0.155 -0.352 -0.094
C -0.066 -1.700 -1.281 -0.021
C -1.112 0.554 0.021 -0.402
C -0.201 -0.602 -0.114 -0.276
F -0.178 -1.359 1.073 -0.046
H 2.592 -2.053 -0.415 0.061
H 3.629 -0.695 0.208 0.057
H 2.998 1.678 0.230 0.088
H 1.698 2.026 -0.661 0.088
H 1.438 1.804 1.087 0.041
H -0.356 1.703 1.716 0.059
H -2.316 1.526 1.453 0.102
H -1.264 0.131 2.125 0.109
H -3.368 0.796 -0.240 0.084
H -2.567 -0.080 -1.417 0.084
H -2.754 -0.705 0.172 0.072
H 0.496 -1.370 -2.109 0.049
H 0.570 -2.530 -0.847 0.082
H -1.032 -2.078 -1.690 0.077
H -0.693 1.321 -0.532 0.108
```

Calculated values
- 2S+1 = 1
- frontier orbital gap (eV) = 9.95
- relative energy (zero: lowest compared OMol25 entry of this formula, charge and spin) (kcal/mol) = 19.6

=====

Entry 3:
DFT (ωB97M-V/def2-TZVPD) results for C8H15F13HfN7O27S7 as an isolated structure.

XYZ file:
```
78
Properties=species:S:1:pos:R:3:lowdin_charge:R:1
Hf -14.408 22.004 9.070 1.772
C -18.512 19.336 8.952 -0.682
F -18.682 20.382 8.168 0.124
F -18.939 19.744 10.110 0.136
F -19.168 18.246 8.550 0.149
S -16.635 19.052 9.242 0.524
O -16.133 18.369 8.075 -0.295
O -16.097 20.398 9.326 -0.454
O -16.384 18.260 10.454 -0.296
C -11.703 17.652 8.958 -0.637
F -10.845 16.767 9.528 0.122
F -11.042 18.573 8.254 0.121
F -12.491 16.928 8.216 0.157
S -12.841 18.599 10.175 0.629
O -12.091 18.954 11.392 -0.337
O -13.421 19.851 9.519 -0.461
O -13.920 17.696 10.676 -0.327
C -16.653 25.702 6.841 -0.607
F -16.675 26.545 5.799 0.128
F -17.083 26.419 7.911 0.104
F -17.500 24.652 6.691 0.113
S -14.886 25.151 7.028 0.607
O -14.332 24.833 5.700 -0.296
O -14.135 26.210 7.733 -0.289
O -14.927 23.838 7.786 -0.476
N -14.665 21.170 7.056 -0.366
S -15.683 21.057 5.867 0.494
O -16.272 19.777 5.391 -0.248
O -15.649 22.150 4.937 -0.261
F -16.798 21.651 6.898 -0.234
S -13.479 20.376 6.022 0.682
O -12.964 21.132 4.848 -0.257
O -13.406 18.895 6.051 -0.265
F -12.352 20.772 7.175 -0.257
N -12.244 22.601 9.141 -0.394
S -11.266 23.586 8.144 0.539
O -9.923 23.140 7.813 -0.232
O -11.572 24.940 8.371 -0.227
F -11.913 23.368 6.697 -0.182
S -10.979 22.327 10.013 0.442
O -10.307 23.364 10.799 -0.246
O -10.365 21.099 9.607 -0.238
F -11.943 21.786 11.123 -0.208
C -16.275 24.220 2.276 0.034
N -15.608 24.760 1.129 -0.444
O -15.769 24.250 -0.006 0.022
O -14.860 25.698 1.256 0.072
H -17.032 23.493 1.984 0.103
H -16.887 25.017 2.700 0.111
H -15.472 23.769 2.858 0.087
C -14.513 17.314 3.671 0.049
N -13.175 16.686 3.441 -0.438
O -13.010 15.471 3.661 0.022
O -12.298 17.415 3.093 0.069
H -14.995 16.654 4.393 0.106
H -15.050 17.273 2.723 0.101
H -14.344 18.320 4.055 0.059
C -18.938 23.644 9.424 0.067
N -17.684 23.341 10.117 -0.375
O -16.715 22.983 9.522 -0.043
O -17.655 23.441 11.366 0.068
H -19.667 23.565 10.231 0.105
H -19.207 22.794 8.797 0.099
H -18.876 24.524 8.784 0.096
C -9.709 18.713 5.085 0.067
N -9.287 20.134 4.741 -0.452
O -10.080 20.978 4.870 0.101
O -8.277 20.273 4.069 0.025
H -10.685 18.671 5.569 0.073
H -9.002 18.434 5.867 0.093
H -9.540 18.127 4.182 0.095
C -12.563 23.988 3.165 0.039
N -11.749 24.893 2.295 -0.435
O -11.539 26.065 2.656 0.031
O -11.223 24.390 1.349 0.062
H -13.440 24.559 3.468 0.061
H -12.020 23.789 4.089 0.098
H -12.867 23.102 2.607 0.101
```

Calculated values
- 2S+1 = 2
- frontier orbital gap (alpha / beta) (eV) = 5.62 / 7.03
- total charge = -2

=====

Entry 4:
DFT (ωB97M-V/def2-TZVPD) results for an isolated ion of composition C8H15F2N2Si and charge +1.

XYZ file:
```
28
Properties=species:S:1:pos:R:3:lowdin_charge:R:1
C -1.216 -1.615 -1.458 0.021
C 0.117 -1.287 -1.640 -0.154
C -1.936 0.113 0.029 0.139
C -3.325 -1.742 -0.462 0.027
C 0.805 2.294 -0.072 -0.146
C 3.521 0.648 -0.155 -0.115
C 0.886 -0.032 1.943 -0.127
C -2.832 0.562 1.118 -0.302
N -2.063 -0.994 -0.591 -0.094
N 0.952 -0.531 -1.059 0.121
F -2.082 1.437 1.862 0.052
F -3.389 -0.465 1.946 0.002
Si 1.580 0.526 0.176 0.604
H -1.586 -2.374 -2.018 0.107
H 0.569 -1.823 -2.632 0.197
H -3.221 -2.663 -0.045 0.082
H -4.113 -1.415 0.166 0.090
H -3.650 -1.705 -1.572 0.159
H 1.333 3.048 0.372 -0.009
H 0.752 2.730 -0.994 -0.008
H -0.204 2.440 0.529 0.073
H 3.564 1.062 -1.118 0.017
H 3.870 1.098 0.776 0.049
H 3.888 -0.283 -0.208 -0.029
H -0.114 0.180 1.878 -0.061
H 1.131 -1.154 2.002 0.068
H 1.245 0.555 2.741 0.021
H -3.815 1.036 0.613 0.217
```

Calculated values
- 2S+1 = 1
- frontier orbital gap (alpha / beta) (eV) = 6.40 / 5.28
- relative energy (zero: lowest compared OMol25 entry of this formula, charge and spin) (kcal/mol) = 170.7
- total charge = +1

=====

Entry 5:
DFT (ωB97M-V/def2-TZVPD) results for a 2-piece molecular cluster, C8H15F3OS overall.

XYZ file:
```
28
Properties=species:S:1:pos:R:3:lowdin_charge:R:1
C 1.222 -1.418 -0.507 -0.054
C 0.721 0.728 -1.729 -0.065
C 3.375 0.124 1.060 0.022
C -3.863 2.215 -0.415 0.065
C -2.479 -0.802 1.170 -0.211
C 1.278 0.106 -0.445 -0.340
C 2.718 0.592 -0.228 -0.573
C -2.773 1.544 -0.120 -0.503
O -3.819 -0.633 -1.127 -0.512
F 2.740 1.961 -0.263 0.066
F 3.498 0.217 -1.286 0.066
F -1.710 2.061 0.522 0.014
S -2.530 -0.218 -0.587 0.906
H 1.915 -1.789 -1.257 0.090
H 1.470 -1.864 0.452 0.076
H 0.220 -1.734 -0.782 0.063
H -0.221 0.259 -2.000 0.037
H 0.555 1.793 -1.591 0.082
H 1.422 0.593 -2.545 0.085
H 2.719 0.326 1.899 0.091
H 4.311 0.659 1.197 0.091
H 3.582 -0.939 0.993 0.085
H -4.645 1.697 -0.937 0.062
H -4.007 3.249 -0.157 0.077
H 0.695 0.468 0.409 0.130
H -1.634 -0.335 1.663 0.042
H -2.349 -1.880 1.144 0.048
H -3.412 -0.553 1.662 0.059
```

Calculated values
- 2S+1 = 1
- frontier orbital gap (eV) = 10.23
- relative energy (zero: lowest compared OMol25 entry of this formula, charge and spin) (kcal/mol) = 0.0

=====

Entry 6:
DFT (ωB97M-V/def2-TZVPD) results for C8H15MgO5 as an isolated structure.

XYZ file:
```
29
Properties=species:S:1:pos:R:3:lowdin_charge:R:1
C 2.271 1.864 1.902 0.250
O 2.223 0.647 2.109 0.074
C 1.068 0.010 2.755 -0.032
C 0.855 -1.338 2.122 -0.113
O 0.379 -1.219 0.776 -0.232
C 1.275 -1.620 -0.270 -0.102
C 1.165 -0.704 -1.472 -0.237
O 1.678 -0.993 -2.517 0.131
H 1.414 2.513 2.132 0.158
H 3.137 2.230 1.340 0.167
H 0.206 0.680 2.651 0.149
H 1.348 -0.107 3.809 0.174
H 1.773 -1.937 2.133 0.164
H 0.099 -1.866 2.718 0.162
H 1.055 -2.657 -0.557 0.168
H 2.312 -1.557 0.088 0.153
O -1.513 -1.516 -1.605 -0.301
C -2.035 -0.575 -2.485 -0.308
C -2.745 0.563 -1.755 -0.131
O -1.984 0.904 -0.567 -0.252
C -0.936 1.796 -0.728 -0.015
Mg -1.561 -0.977 0.199 1.071
H -2.747 -0.997 -3.218 0.144
H -1.203 -0.124 -3.065 0.127
H -3.729 0.238 -1.389 0.145
H -2.865 1.465 -2.368 0.152
H -1.043 2.500 0.101 0.081
H -0.421 2.374 -1.495 0.110
H 0.525 0.403 -1.343 0.147
```

Calculated values
- 2S+1 = 2
- frontier orbital gap (alpha / beta) (eV) = 5.58 / 5.98
- relative energy (zero: lowest compared OMol25 entry of this formula, charge and spin) (kcal/mol) = 19.9
- total charge = +2

=====

Entry 7:
DFT (ωB97M-V/def2-TZVPD) results for an isolated ion of composition C8H15N2 and charge +1.

XYZ file:
```
25
Properties=species:S:1:pos:R:3:lowdin_charge:R:1
C 0.246 0.806 -1.147 -0.071
C -1.925 0.226 -1.603 -0.166
C -1.955 -0.956 -0.588 -0.037
C 0.404 -0.524 -0.221 -0.071
C 1.296 0.749 -0.128 -0.407
C 1.071 1.682 1.085 -0.001
C 2.757 0.678 -0.446 -0.030
C -0.737 -1.660 1.489 -0.008
N -0.846 1.152 -1.632 0.130
N -0.901 -0.725 0.415 -0.132
H -2.104 -0.126 -2.585 0.125
H -2.774 0.787 -1.618 0.091
H -2.946 -0.910 -0.219 0.128
H -1.734 -1.837 -1.282 0.174
H 0.842 -1.441 -0.348 0.128
H 1.472 2.722 0.851 0.126
H 1.739 1.355 1.914 0.107
H 0.073 1.793 1.356 0.053
H 3.227 0.325 0.461 0.082
H 3.152 1.718 -0.724 0.127
H 3.186 0.045 -1.315 0.128
H -1.717 -1.658 2.092 0.143
H -0.913 -2.750 1.330 0.126
H 0.206 -1.557 2.035 0.123
H -1.120 0.106 0.830 0.132
```

Calculated values
- 2S+1 = 1
- frontier orbital gap (eV) = 9.90
- relative energy (zero: lowest compared OMol25 entry of this formula, charge and spin) (kcal/mol) = 103.9
- total charge = +1

=====

Entry 8:
DFT (ωB97M-V/def2-TZVPD) results for an isolated ion of composition C8H15N2 and charge +1.

XYZ file:
```
25
Properties=species:S:1:pos:R:3:lowdin_charge:R:1
C 1.081 -0.432 0.631 -0.227
C 0.577 -0.013 -0.490 -0.067
C 2.298 -0.699 1.153 -0.222
C 3.668 -1.090 1.005 0.032
C -2.032 -1.094 0.697 -0.047
C -1.462 0.123 -1.801 0.042
C -0.576 2.102 -0.791 0.006
C -1.472 0.331 0.667 -0.150
N 1.339 -0.528 2.008 0.309
N -0.697 0.665 -0.581 -0.332
H 1.239 -0.157 -1.341 0.152
H 4.182 -1.279 1.846 0.049
H 4.141 -0.184 0.542 0.131
H 3.647 -1.975 0.287 0.144
H -1.261 -1.748 1.003 0.067
H -2.542 -1.225 1.629 0.094
H -2.534 -1.550 -0.107 0.072
H -1.208 -0.895 -1.711 0.083
H -2.515 0.323 -1.571 0.121
H -1.170 0.472 -2.765 0.108
H -1.414 2.608 -1.213 0.105
H -0.286 2.403 0.173 0.095
H 0.315 2.256 -1.526 0.156
H -0.939 0.506 1.559 0.105
H -2.379 1.078 0.698 0.177
```

Calculated values
- 2S+1 = 1
- frontier orbital gap (eV) = 10.63
- relative energy (zero: lowest compared OMol25 entry of this formula, charge and spin) (kcal/mol) = 97.6
- total charge = +1

=====

Entry 9:
DFT (ωB97M-V/def2-TZVPD) results for C8H15N2 as an isolated structure.

XYZ file:
```
25
Properties=species:S:1:pos:R:3:lowdin_charge:R:1
C 1.624 -1.987 -0.327 -0.089
C 1.257 -1.198 -1.280 0.082
C 0.894 -1.633 0.954 -0.102
C 0.788 1.550 0.979 -0.110
C 0.358 1.433 -0.490 -0.159
C -0.147 0.533 1.627 -0.147
C -0.046 0.112 -0.716 -0.260
C -1.354 -0.061 -1.509 -0.235
N -0.151 -0.588 0.682 -0.030
N -2.378 0.495 -0.728 0.055
H 2.269 -2.871 -0.210 0.135
H 1.729 -1.018 -2.285 0.118
H 0.428 -2.563 1.443 0.160
H 1.531 -1.272 1.817 0.145
H 1.782 1.173 1.253 0.121
H 0.744 2.616 1.382 0.155
H -0.432 2.152 -0.612 0.122
H 1.206 1.749 -1.107 0.152
H -0.001 0.204 2.746 0.172
H -1.191 0.910 1.839 0.146
H -1.418 -1.145 -1.821 0.142
H -1.106 0.457 -2.548 0.169
H -1.000 -0.994 0.600 0.117
H -2.147 1.438 -0.530 0.068
H -3.239 0.506 -1.158 0.072
```

Calculated values
- 2S+1 = 1
- frontier orbital gap (eV) = 11.15
- relative energy (zero: lowest compared OMol25 entry of this formula, charge and spin) (kcal/mol) = 65.2
- total charge = +1

=====

Entry 10:
DFT (ωB97M-V/def2-TZVPD) results for a 2-piece molecular cluster, C8H15N2O2S2 overall.

XYZ file:
```
29
Properties=species:S:1:pos:R:3:lowdin_charge:R:1
C -3.823 -1.389 0.363 0.064
C -2.891 -0.506 0.191 -0.149
C -0.225 2.864 0.276 -0.053
C -2.233 -0.027 1.434 -0.139
C -0.132 0.550 0.626 -0.731
C 2.456 -1.773 -0.980 -0.114
C 0.698 -2.449 0.777 -0.064
C 1.383 -1.327 -0.064 -0.813
N -1.064 0.458 1.544 -0.028
N 0.583 3.216 -0.695 0.049
O 1.921 -0.247 2.522 -0.204
O 2.565 0.977 0.583 -0.140
S 0.132 -0.286 -0.974 0.957
S 1.533 0.042 1.203 0.819
H -4.326 -1.860 -0.407 0.058
H -3.949 -1.716 1.325 0.049
H -2.447 -0.213 -0.676 0.027
H -0.096 2.938 1.335 0.090
H -2.861 -0.118 2.332 0.130
H 3.351 -1.138 -1.075 0.082
H 2.915 -2.801 -0.603 0.144
H 2.052 -1.882 -2.043 0.111
H 0.032 -1.951 1.568 0.101
H 0.128 -3.050 0.039 0.115
H 1.614 -2.745 1.276 0.088
H 1.635 3.348 -0.549 0.157
H 0.244 3.216 -1.708 0.161
H 2.851 0.824 -0.295 0.075
H -1.383 2.785 0.010 0.156
```

Calculated values
- 2S+1 = 1
- frontier orbital gap (eV) = 7.72
- relative energy (zero: lowest compared OMol25 entry of this formula, charge and spin) (kcal/mol) = 113.2
- total charge = +1

=====

Entry 11:
DFT (ωB97M-V/def2-TZVPD) results for an isolated ion of composition C8H15N2O3 and charge +1.

XYZ file:
```
28
Properties=species:S:1:pos:R:3:lowdin_charge:R:1
C -1.495 1.101 0.779 -0.326
C -2.016 0.595 -0.630 -0.237
C 0.985 0.674 0.420 -0.267
C 1.170 -0.793 0.461 -0.103
C -3.537 0.288 -0.650 -0.046
C 1.240 1.401 -0.977 0.020
C 2.046 -1.537 -0.455 0.013
C 0.824 -1.467 1.718 -0.009
N -0.173 1.068 1.152 -0.135
N -1.304 -0.626 -1.020 -0.008
O -2.328 1.667 1.486 0.094
O -1.875 -1.698 -1.062 0.073
O 0.194 1.485 2.393 0.042
H -1.877 1.299 -1.571 0.199
H 1.754 1.154 1.186 0.236
H -4.164 1.144 -0.306 0.105
H -3.766 -0.550 0.004 0.087
H -3.826 0.138 -1.667 0.077
H 1.178 2.594 -0.790 0.159
H 0.444 1.204 -1.572 0.008
H 2.191 1.237 -1.412 0.071
H 1.832 -1.275 -1.463 0.097
H 1.950 -2.648 -0.345 0.128
H 3.098 -1.394 -0.374 0.125
H 1.460 -1.290 2.653 0.162
H 0.736 -2.607 1.557 0.131
H -0.185 -1.225 2.211 0.133
H -0.633 1.827 2.876 0.172
```

Calculated values
- 2S+1 = 1
- frontier orbital gap (eV) = 6.72
- relative energy (zero: lowest compared OMol25 entry of this formula, charge and spin) (kcal/mol) = 192.3
- total charge = +1

=====

Entry 12:
DFT (ωB97M-V/def2-TZVPD) results for the molecule C8H15N3.

XYZ file:
```
26
Properties=species:S:1:pos:R:3:lowdin_charge:R:1
C 1.376 0.623 1.281 -0.255
C 3.088 -0.153 -0.861 -0.052
C 0.316 -2.253 0.909 -0.083
C 0.773 2.312 -0.188 -0.003
C -2.552 0.933 0.226 -0.099
C -0.081 -1.535 -0.433 -0.195
C -0.415 -0.057 -0.329 -0.345
C 0.924 0.771 -0.039 -0.403
N 1.641 0.421 2.370 0.203
N 1.960 0.300 -1.056 0.051
N -1.483 0.002 0.564 -0.076
H 3.623 -0.613 -1.662 0.064
H 3.699 -0.105 0.106 0.105
H 0.840 -1.684 1.718 0.056
H -0.550 -2.588 1.355 0.027
H 0.959 -3.142 0.666 0.085
H 0.315 2.454 -1.100 0.054
H 0.200 2.842 0.560 0.097
H 1.681 2.811 -0.356 0.072
H -2.811 1.601 1.190 0.131
H -2.287 1.577 -0.525 0.026
H -3.440 0.400 -0.141 0.076
H -0.995 -2.077 -0.997 0.156
H 0.680 -1.740 -1.171 0.070
H -0.850 0.418 -1.196 0.134
H -1.139 0.097 1.498 0.103
```

Calculated values
- 2S+1 = 1
- frontier orbital gap (eV) = 9.78
- relative energy (zero: lowest compared OMol25 entry of this formula, charge and spin) (kcal/mol) = 77.8

=====

Results for electronic energy: -26636.9810 -11253.3912 -186717.0551 -24818.7275 -29573.3965 -24199.6372 -11508.4757 -11508.7513 -11510.1555 -37272.3493 -17648.2861 -13006.5397 (in eV, following the order of the records).